# 1
{
  "formula": "C24H48AlIN3O6",
  "method": "the ωB97M-V functional and the def2-TZVPD basis",
  "species": ["I", "Al", "O", "O", "O", "O", "O", "O", "N", "N", "N", "C", "C", "C", "C", "C", "C", "C", "C", "C", "C", "C", "C", "C", "C", "C", "C", "C", "C", "C", "C", "C", "C", "C", "C", "H", "H", "H", "H", "H", "H", "H", "H", "H", "H", "H", "H", "H", "H", "H", "H", "H", "H", "H", "H", "H", "H", "H", "H", "H", "H", "H", "H", "H", "H", "H", "H", "H", "H", "H", "H", "H", "H", "H", "H", "H", "H", "H", "H", "H", "H", "H", "H"],
  "xyz": [[6.45, -3.38, -2.17], [4.17, -2.98, -3.47], [-1.70, -0.98, -2.88], [-2.21, 0.94, 1.63], [2.53, 1.14, 4.58], [2.24, -0.51, -5.73], [-3.45, 3.72, 4.40], [2.10, -4.73, -6.21], [0.76, -5.00, -4.19], [1.79, -0.94, 0.35], [4.52, -1.75, -4.93], [-1.84, 0.30, -2.25], [2.11, -4.87, -4.85], [0.84, -5.44, -2.74], [-4.29, 3.70, 3.24], [2.14, 1.68, 3.31], [3.21, 2.69, 2.92], [3.34, -1.17, -5.36], [-1.02, -0.70, 2.85], [4.44, 2.11, 3.57], [3.57, -4.84, -4.11], [-5.19, 4.91, 3.32], [-2.54, -1.00, -4.05], [-0.11, -3.77, -4.38], [-3.44, 0.21, -3.97], [2.89, -0.56, -2.00], [-1.10, 0.03, 1.53], [2.87, -2.23, -2.06], [-2.57, 1.19, -3.22], [-2.96, 0.61, 2.80], [2.88, -0.19, -0.37], [-2.46, -0.73, 3.29], [3.88, 1.53, 4.85], [-3.59, 5.00, 5.04], [-4.32, 5.90, 4.07], [2.67, 0.96, -0.24], [1.91, -0.20, -2.53], [-1.88, -0.95, -4.93], [0.78, -4.49, -2.06], [3.86, -0.15, -2.53], [-0.16, -6.06, -2.53], [-0.57, -1.69, 2.76], [-4.89, 6.69, 4.56], [-4.17, 4.85, 5.96], [4.45, 0.66, 5.20], [3.21, -2.71, -1.02], [-1.86, 1.66, -3.91], [3.30, 2.82, 1.84], [5.23, 2.84, 3.74], [1.15, 2.13, 3.39], [-6.08, 4.68, 3.91], [2.18, -1.84, 0.70], [-5.51, 5.27, 2.34], [4.84, 1.30, 2.94], [-0.15, -3.06, -3.44], [-4.85, 2.76, 3.20], [-1.22, -4.15, -4.56], [-1.31, -0.66, 0.70], [3.86, 2.28, 5.65], [-3.61, 6.36, 3.38], [-3.10, -1.94, -4.09], [1.77, -2.54, -2.36], [-4.03, 0.60, 2.56], [-2.59, -0.87, 4.36], [-0.43, -0.12, 3.56], [-3.63, 3.75, 2.36], [-3.14, 1.99, -2.72], [2.98, 3.66, 3.37], [-4.33, -0.03, -3.38], [1.72, -6.17, -2.50], [3.70, -5.62, -3.24], [3.91, -0.54, 0.06], [0.98, -1.15, -0.31], [-2.99, -1.54, 2.77], [-0.19, 0.59, 1.30], [0.18, -3.17, -5.35], [-2.42, 0.15, -1.33], [-2.78, 1.40, 3.54], [-2.60, 5.38, 5.31], [2.10, 0.86, 2.59], [-3.76, 0.57, -4.95], [4.37, -5.17, -4.94], [-0.85, 0.68, -1.98]],
  "lowdin_charge": [0.166, -0.198, -0.154, -0.144, -0.141, -0.077, -0.144, -0.119, -0.193, -0.059, 0.028, -0.204, -0.325, -0.119, -0.214, -0.211, -0.181, -0.225, -0.173, -0.183, -0.196, -0.182, -0.212, -0.110, -0.185, -0.236, -0.224, -0.289, -0.178, -0.215, -0.282, -0.177, -0.212, -0.206, -0.186, 0.095, 0.100, 0.121, 0.078, 0.098, 0.096, 0.118, 0.113, 0.116, 0.116, 0.057, 0.119, 0.111, 0.113, 0.117, 0.116, 0.064, 0.116, 0.118, 0.073, 0.109, 0.095, 0.104, 0.113, 0.117, 0.116, 0.031, 0.112, 0.115, 0.112, 0.126, 0.114, 0.114, 0.115, 0.093, 0.053, 0.124, 0.076, 0.115, 0.096, 0.109, 0.109, 0.105, 0.118, 0.101, 0.113, 0.084, 0.118],
  "e_tot_ev": -57118.0911,
  "lumo_ev": 2.090,
  "relative_energy_kcal_mol": 132.0,
  "total_charge": -1,
  "max_force_ev_per_a": 9.834,
  "multiplicity": 1
}

---

# 2
{
  "formula": "C20H17Cl4NO3PtS",
  "method": "the ωB97M-V functional and the def2-TZVPD basis",
  "species": ["Pt", "Cl", "Cl", "Cl", "Cl", "S", "O", "O", "O", "N", "C", "C", "C", "C", "C", "C", "C", "C", "C", "C", "C", "C", "C", "C", "C", "C", "C", "C", "C", "C", "H", "H", "H", "H", "H", "H", "H", "H", "H", "H", "H", "H", "H", "H", "H", "H", "H"],
  "xyz": [[0.53, 0.95, 1.20], [0.97, -5.81, 2.49], [-2.07, -5.50, 1.93], [2.88, -3.31, 2.31], [-3.25, -2.68, 1.18], [1.08, 1.11, -1.82], [2.25, 1.43, -0.93], [-1.17, -0.61, 1.05], [1.43, -0.86, 1.65], [-0.28, 2.81, 1.07], [-1.75, 6.83, 1.37], [0.35, -4.25, 2.11], [-1.05, -4.11, 1.86], [0.00, 5.14, 0.70], [-1.49, 3.06, 1.60], [-1.24, 5.42, 1.26], [1.76, 1.16, -3.48], [-0.74, -1.73, 1.43], [-1.99, 4.34, 1.71], [0.36, -3.39, -1.56], [0.80, -0.65, -1.75], [-0.43, -1.17, -2.12], [-0.64, -2.54, -2.03], [0.11, -4.86, -1.42], [0.68, -1.88, 1.72], [0.44, 3.84, 0.62], [1.81, -1.47, -1.28], [1.18, -3.17, 2.04], [-1.58, -2.89, 1.54], [1.59, -2.83, -1.19], [-2.72, 6.87, 1.85], [1.40, 3.58, 0.18], [2.37, -3.48, -0.80], [1.00, 0.85, -4.19], [2.06, 2.19, -3.67], [0.63, 5.94, 0.32], [-0.51, -5.07, -0.55], [1.04, -5.41, -1.31], [2.75, -1.03, -0.95], [-2.04, 2.19, 1.93], [-1.60, -2.95, -2.30], [2.63, 0.50, -3.52], [-1.06, 7.44, 1.95], [-1.23, -0.52, -2.44], [-2.97, 4.49, 2.15], [-1.84, 7.28, 0.38], [-0.42, -5.26, -2.29]],
  "nbo_charge": [0.941, 0.036, 0.034, 0.032, 0.027, 1.236, -0.997, -0.669, -0.701, -0.475, -0.641, -0.109, -0.112, -0.242, 0.067, 0.055, -0.816, 0.255, -0.244, 0.023, -0.210, -0.226, -0.206, -0.639, 0.326, 0.046, -0.228, -0.153, -0.133, -0.206, 0.225, 0.239, 0.225, 0.237, 0.234, 0.229, 0.237, 0.220, 0.249, 0.237, 0.219, 0.242, 0.235, 0.220, 0.230, 0.234, 0.219],
  "e_tot_ev": -92818.0237,
  "lumo_ev": [-1.724, -1.718],
  "relative_energy_kcal_mol": 51.7,
  "max_force_ev_per_a": 3.707,
  "multiplicity": 1
}

---

# 3
{
  "formula": "C22H30N2O5",
  "method": "the ωB97M-V functional and the def2-TZVPD basis",
  "species": ["O", "O", "O", "O", "O", "N", "N", "C", "C", "C", "C", "C", "C", "C", "C", "C", "C", "C", "C", "C", "C", "C", "C", "C", "C", "C", "C", "C", "C", "H", "H", "H", "H", "H", "H", "H", "H", "H", "H", "H", "H", "H", "H", "H", "H", "H", "H", "H", "H", "H", "H", "H", "H", "H", "H", "H", "H", "H", "H"],
  "xyz": [[3.80, -3.15, 0.32], [0.83, -1.41, 0.51], [-5.14, 1.08, 2.82], [0.39, 2.62, -0.98], [-3.28, 0.23, 1.99], [3.42, -0.93, 0.40], [2.98, 1.77, -0.15], [4.79, 0.88, 1.27], [2.69, 2.08, -1.55], [-0.69, -0.36, 2.59], [-1.06, -1.46, -1.03], [-3.18, -0.58, -0.28], [-0.48, -1.20, 0.21], [-5.23, 0.33, 0.59], [-5.23, -0.50, -1.78], [4.76, -0.56, 0.77], [0.68, 2.36, 0.38], [2.15, 2.61, 0.70], [-2.59, -0.32, 0.97], [1.11, -3.78, -0.01], [-4.60, 0.58, 1.86], [-4.57, -0.23, -0.46], [-6.70, -0.11, -1.88], [3.06, -2.20, 0.20], [-2.38, -1.16, -1.27], [4.40, 1.87, 0.18], [1.20, 1.83, -1.81], [1.58, -2.36, -0.24], [-1.25, -0.63, 1.23], [-1.29, -0.87, 3.34], [4.98, 1.64, -0.72], [1.07, -3.98, 1.06], [-7.29, -0.66, -1.15], [4.12, 0.98, 2.12], [5.11, -1.25, 1.55], [1.81, -4.47, -0.47], [2.79, -0.15, 0.22], [-6.26, 0.62, 0.54], [0.33, -0.70, 2.65], [2.34, 2.36, 1.75], [3.29, 1.42, -2.19], [-6.83, 0.95, -1.71], [5.80, 1.11, 1.61], [-0.74, 0.71, 2.81], [-4.67, 0.04, -2.55], [-7.07, -0.35, -2.87], [4.66, 2.90, 0.49], [0.44, 1.31, 0.61], [0.98, 0.76, -1.64], [1.55, -2.11, -1.32], [2.38, 3.68, 0.55], [2.92, 3.13, -1.79], [5.43, -0.67, -0.09], [-0.48, -1.91, -1.82], [0.11, -3.94, -0.43], [-5.12, -1.57, -2.00], [0.94, 2.09, -2.83], [-2.80, -1.37, -2.24], [0.04, 3.02, 0.96]],
  "nbo_charge": [-0.629, -0.512, -0.566, -0.521, -0.475, -0.643, -0.473, -0.411, -0.246, -0.642, -0.303, -0.184, 0.335, -0.353, -0.442, -0.213, -0.071, -0.254, 0.414, -0.636, 0.741, 0.112, -0.606, 0.668, -0.153, -0.214, -0.072, 0.021, -0.121, 0.233, 0.199, 0.223, 0.211, 0.205, 0.218, 0.244, 0.442, 0.234, 0.235, 0.208, 0.205, 0.211, 0.219, 0.225, 0.222, 0.218, 0.182, 0.171, 0.162, 0.183, 0.174, 0.175, 0.185, 0.220, 0.212, 0.221, 0.197, 0.217, 0.199],
  "e_tot_ev": -36519.3171,
  "lumo_ev": 0.215,
  "relative_energy_kcal_mol": 30.8,
  "smiles": "CCc1cc(=O)oc2c(C)c(O[C@H](C)C(=O)NCCCN3CCOCC3)ccc12",
  "max_force_ev_per_a": 1.026,
  "multiplicity": 1
}

---

Question: Which value of multiplicity does entry 2 give?
Answer: 1

---

Question: What is the multiplicity in the third record?
Answer: 1